Record 1
{"formula": "C3H11N2S", "method": "ωB97M-V/def2-TZVPD", "elements": ["C", "S", "C", "H", "H", "H", "H", "H", "H", "N", "C", "N", "H", "H", "H", "H", "H"], "xyz": [[0.6369, 0.2504, 2.6063], [0.1726, 0.1124, 0.7708], [-1.4022, -0.7946, 1.1951], [1.6862, -0.0816, 2.6249], [0.0731, -0.2461, 3.4657], [0.7729, 1.3787, 2.9082], [-1.5549, -1.4596, 0.2832], [-1.0740, -1.3783, 2.1085], [-2.2344, -0.0343, 1.1460], [1.3542, 0.6011, -1.7457], [0.3256, 0.2062, -2.6412], [-0.8417, 0.1046, -2.1994], [1.4054, 1.5488, -1.3377], [2.3073, 0.1866, -1.9173], [0.7433, -0.2219, -3.5424], [-1.4720, -0.5543, -2.6207], [-0.8981, 0.3817, -1.1043]], "mulliken_charge": [-0.901, 0.024, -0.955, 0.321, 0.317, 0.290, 0.304, 0.384, 0.319, -0.476, 0.220, -0.201, 0.308, 0.243, 0.393, 0.306, 0.105], "homo_lumo_gap_ev": 8.0, "lumo_energy_ev": -4.4, "total_charge": 1, "relative_energy_ev": 2.8540, "total_energy_ev": -17096.1593}



Record 2
{"formula": "C6H9NO", "method": "ωB97M-V/def2-TZVPD", "elements": ["C", "C", "C", "O", "C", "C", "C", "N", "H", "H", "H", "H", "H", "H", "H", "H", "H"], "xyz": [[2.0992, 0.2837, 0.7605], [0.7833, 0.2582, 0.6708], [-0.4750, -0.6649, 1.4955], [-1.4841, -0.2988, 2.0120], [-0.2174, 0.4519, -0.3279], [-0.9726, 1.7516, -0.2524], [-0.7448, -0.6385, -0.9798], [-0.0157, -1.7851, -1.2629], [2.7196, 0.6452, -0.0535], [2.6115, -0.1404, 1.6151], [0.1095, -1.5726, 1.7126], [-0.3891, 2.5359, -0.7363], [-1.9451, 1.6794, -0.7349], [-1.1205, 2.0594, 0.7799], [-1.6689, -0.5207, -1.5281], [-0.2628, -2.2842, -2.1012], [0.9732, -1.7601, -1.0695]], "mulliken_charge": [-0.681, -0.163, 0.111, -0.483, 0.774, -1.436, -0.504, -0.451, 0.284, 0.266, 0.394, 0.339, 0.372, 0.340, 0.384, 0.239, 0.215], "homo_lumo_gap_ev": 8.2, "lumo_energy_ev": 0.8, "smiles": "C=C(C=O)/C(C)=C\\N", "total_charge": 0, "relative_energy_ev": 3.7553, "total_energy_ev": -9901.8488}



Record 3
{"formula": "C22H44F39N3O10P5S3", "method": "ωB97M-V/def2-TZVPD", "elements": ["C", "C", "O", "N", "H", "H", "C", "H", "H", "H", "H", "H", "H", "C", "C", "C", "N", "C", "C", "C", "C", "C", "H", "H", "H", "H", "H", "H", "H", "H", "H", "H", "H", "H", "H", "H", "H", "H", "H", "H", "C", "C", "C", "N", "C", "C", "C", "C", "C", "H", "H", "H", "H", "H", "H", "H", "H", "H", "H", "H", "H", "H", "H", "H", "H", "H", "H", "C", "F", "F", "F", "S", "O", "O", "O", "C", "F", "F", "F", "S", "O", "O", "O", "C", "F", "F", "F", "S", "O", "O", "O", "P", "F", "F", "F", "F", "F", "F", "P", "F", "F", "F", "F", "F", "F", "P", "F", "F", "F", "F", "F", "F", "P", "F", "F", "F", "F", "F", "F", "P", "F", "F", "F", "F", "F", "F"], "xyz": [[-0.6433, -0.9996, 0.0509], [-0.4400, -2.0797, 1.0208], [0.2233, -1.9058, 2.0587], [-0.9270, -3.5588, 0.6227], [-1.7493, -3.7121, 1.1888], [-1.2558, -3.5330, -0.3319], [0.1851, -4.5463, 0.7471], [-1.6590, -0.9749, -0.3439], [-0.0193, -1.0078, -0.8428], [-0.4448, -0.0552, 0.5576], [-0.2312, -5.5517, 0.6845], [0.7753, -4.5063, 1.6626], [0.6914, -4.2707, -0.1779], [3.1134, 1.6049, 10.1228], [4.1363, 2.3399, 9.1846], [3.3293, 2.9202, 7.9510], [4.2504, 3.7194, 6.9113], [4.7753, 4.9906, 7.5940], [3.4775, 4.0560, 5.5764], [4.6329, 4.4087, 4.5556], [5.6346, 3.3776, 4.9375], [5.3667, 2.8405, 6.2944], [2.5175, 0.8812, 9.5666], [2.3261, 2.2550, 10.5043], [3.5849, 1.1750, 11.0066], [4.8926, 1.6172, 8.8784], [4.7005, 3.1586, 9.6314], [2.5951, 3.6435, 8.3058], [2.6973, 2.1952, 7.4380], [3.9299, 5.5726, 7.9610], [5.2167, 5.6491, 6.8459], [5.4591, 4.8009, 8.4213], [2.7882, 4.8955, 5.6672], [2.9625, 3.1499, 5.2572], [5.0562, 5.4119, 4.6064], [4.2409, 4.3118, 3.5432], [6.6320, 3.8168, 4.9223], [5.5085, 2.6233, 4.1608], [6.2030, 2.7709, 6.9900], [5.0036, 1.8373, 6.0711], [-1.2131, 7.3949, -11.2139], [-0.8750, 6.5410, -9.9455], [-0.2272, 5.1689, -10.3877], [-0.1957, 4.0758, -9.3068], [0.6742, 4.4150, -8.1428], [-1.5784, 3.7412, -8.7973], [-1.5795, 2.2417, -8.3397], [-0.4937, 1.6045, -9.0652], [0.2805, 2.7337, -9.8587], [-0.3857, 7.4287, -11.9226], [-1.4393, 8.4310, -10.9621], [-1.9592, 6.9614, -11.8799], [-1.7873, 6.3860, -9.3695], [-0.0805, 7.0085, -9.3638], [0.7695, 5.1293, -10.8272], [-0.8110, 4.7090, -11.1850], [1.6916, 4.3303, -8.5247], [0.5228, 3.6538, -7.3775], [0.5666, 5.4398, -7.7874], [-1.9827, 4.4041, -8.0323], [-2.3180, 3.8466, -9.5911], [-1.3256, 2.2483, -7.2797], [-2.5429, 1.7415, -8.4386], [0.1272, 1.1798, -8.2763], [-0.8441, 0.8007, -9.7127], [1.3703, 2.7304, -9.8818], [-0.1233, 2.6383, -10.8667], [6.0015, -0.4496, -2.6590], [4.9702, -1.3648, -2.6340], [5.5153, 0.7043, -2.1641], [6.9921, -0.8725, -1.8721], [6.6597, -0.1593, -4.4998], [7.3618, -1.3844, -4.8892], [5.5054, 0.2350, -5.2796], [7.6233, 0.9304, -4.2959], [-9.1302, -5.4828, 3.5070], [-10.1599, -5.3122, 4.3421], [-8.9756, -6.8079, 3.3584], [-9.3657, -4.8781, 2.3468], [-7.4737, -4.6904, 4.3984], [-7.0619, -5.5980, 5.4808], [-6.4675, -4.4881, 3.3904], [-7.9338, -3.3899, 4.9176], [-2.8047, -12.7590, 2.2065], [-3.7937, -11.9426, 2.5379], [-3.2655, -13.9712, 2.2849], [-2.3177, -12.6114, 0.9719], [-1.4736, -12.5387, 3.5603], [-2.1486, -13.0213, 4.7676], [-0.3389, -13.3415, 3.1569], [-1.1381, -11.1454, 3.7458], [6.7404, -8.3611, 3.2966], [5.6912, -7.4057, 4.0472], [7.1047, -8.9313, 4.7806], [5.6748, -9.5784, 2.9878], [7.8644, -9.3043, 2.6558], [6.3964, -7.8385, 1.7771], [7.8866, -7.2367, 3.3324], [-0.9968, 7.0772, -1.7642], [-1.6791, 7.2048, -3.2413], [-2.4255, 6.8841, -1.0073], [-0.9863, 5.4551, -2.1937], [-0.1329, 6.9052, -0.3331], [0.4498, 7.3193, -2.4950], [-1.0416, 8.6536, -1.4250], [-3.4423, 1.4979, 6.8894], [-2.7475, 2.0399, 8.2110], [-4.4679, 2.7453, 6.8083], [-2.4835, 2.3378, 5.8920], [-4.2856, 1.0225, 5.6092], [-2.5391, 0.2063, 6.7802], [-4.6186, 0.7838, 7.6906], [-2.5093, -5.0930, -4.9101], [-3.2133, -6.2805, -5.7653], [-1.5265, -4.9106, -6.1109], [-3.5926, -4.1093, -5.6321], [-1.7546, -3.9179, -4.1188], [-3.5490, -5.3403, -3.6503], [-1.4772, -6.1965, -4.1964], [-8.4074, 1.1812, 0.7898], [-7.0568, 0.3559, 0.9965], [-8.9330, 0.2151, -0.4037], [-9.1325, 0.3175, 1.9420], [-9.6984, 2.0865, 0.7499], [-8.0231, 2.0294, 2.0890], [-7.6450, 2.2191, -0.2241]], "mulliken_charge": [-1.098, 0.704, -0.458, -0.165, 0.382, 0.326, -0.771, 0.394, 0.334, 0.332, 0.368, 0.308, 0.342, -1.326, -0.112, -0.908, 0.206, -0.915, -0.587, -0.661, -0.432, -0.734, 0.378, 0.348, 0.361, 0.300, 0.281, 0.464, 0.457, 0.356, 0.372, 0.323, 0.400, 0.401, 0.270, 0.389, 0.249, 0.366, 0.433, 0.324, -1.415, -0.066, -1.012, 0.269, -0.859, -0.773, -0.733, -0.453, -0.679, 0.370, 0.361, 0.372, 0.284, 0.329, 0.539, 0.372, 0.379, 0.400, 0.315, 0.398, 0.449, 0.395, 0.351, 0.275, 0.349, 0.431, 0.354, 0.560, -0.232, -0.224, -0.214, 1.069, -0.647, -0.632, -0.680, 0.548, -0.236, -0.237, -0.211, 1.074, -0.667, -0.629, -0.639, 0.606, -0.215, -0.234, -0.229, 1.087, -0.697, -0.672, -0.645, 1.132, -0.337, -0.366, -0.351, -0.359, -0.367, -0.352, 1.147, -0.361, -0.328, -0.372, -0.378, -0.362, -0.347, 1.147, -0.355, -0.380, -0.367, -0.358, -0.339, -0.349, 1.145, -0.369, -0.334, -0.363, -0.346, -0.354, -0.377, 1.154, -0.330, -0.357, -0.366, -0.364, -0.367, -0.371], "homo_lumo_gap_ev": 3.2, "lumo_energy_ev": 3.7, "total_charge": -5, "total_energy_ev": -233425.5705}



Record 4
{"formula": "C4H2N4", "method": "ωB97M-V/def2-TZVPD", "elements": ["C", "C", "C", "C", "H", "H", "N", "N", "N", "N"], "xyz": [[-0.2164, 0.9508, -0.3064], [-1.1034, -0.0694, -0.9720], [0.5368, -0.8460, 0.3027], [1.0343, -1.8167, 1.2102], [0.5102, 2.6495, -0.1528], [-2.1232, 0.3408, -1.3323], [-0.3036, 2.2183, -0.5526], [-0.6279, -1.2098, -0.5850], [0.8181, 0.3999, 0.4191], [1.4749, -2.6175, 1.9692]], "mulliken_charge": [0.596, 0.037, 0.503, 0.207, 0.312, 0.311, -0.601, -0.500, -0.495, -0.371], "homo_lumo_gap_ev": 9.1, "lumo_energy_ev": -2.1, "total_charge": 0, "relative_energy_ev": 1.8845, "total_energy_ev": -10137.9442}



Record 5
{"formula": "C19H30NTm", "method": "ωB97M-V/def2-TZVPD", "elements": ["C", "H", "H", "H", "C", "H", "H", "C", "H", "H", "H", "C", "C", "C", "C", "C", "C", "C", "C", "C", "C", "Tm", "H", "H", "H", "H", "H", "H", "H", "H", "H", "H", "H", "H", "H", "H", "H", "N", "C", "C", "C", "C", "C", "C", "H", "H", "H", "H", "H", "H", "H"], "xyz": [[1.4564, 2.0241, -0.8337], [2.0982, 2.2379, 0.0064], [1.9356, 1.8038, -1.7750], [1.6495, -0.2879, 0.2186], [0.2325, 2.8900, -0.9000], [-0.6936, 2.3131, -1.2027], [0.0512, 3.2558, 0.1075], [0.4501, 4.0687, -1.8423], [-0.4507, 4.6738, -1.8125], [1.3288, 4.6573, -1.5551], [0.5686, 3.7217, -2.8679], [-0.8769, -1.8040, -0.3679], [-1.4751, -0.9130, -1.2885], [-0.4793, -0.4060, -2.1863], [0.7743, -0.9956, -1.7865], [0.5319, -1.8182, -0.6282], [1.4430, -2.8237, -0.0035], [2.0076, -1.0166, -2.6089], [-0.8094, 0.3458, -3.4311], [-2.9578, -0.7534, -1.3859], [-1.6518, -2.7003, 0.5073], [0.1445, 0.7257, 0.1237], [2.9072, -1.2470, -2.0141], [1.8956, -1.8400, -3.3313], [2.1719, -0.0995, -3.1927], [2.5024, -2.5524, -0.0978], [1.2290, -3.0019, 1.0528], [1.2844, -3.7986, -0.5165], [-2.5763, -2.1998, 0.8255], [-1.9801, -3.6379, -0.0033], [-1.1194, -2.9823, 1.4215], [-3.2226, 0.1451, -1.9531], [-3.4786, -1.6301, -1.8191], [-3.3575, -0.6125, -0.3614], [-0.0499, 1.0891, -3.7074], [-0.9340, -0.3444, -4.2692], [-1.7739, 0.8521, -3.3164], [-0.0940, -0.4909, 2.3293], [0.0617, 0.0843, 3.6330], [1.3123, 0.0740, 4.2567], [1.3611, 0.3273, 5.6381], [0.1895, 0.6643, 6.3349], [-1.0211, 0.8208, 5.6470], [-1.0832, 0.5685, 4.2694], [0.6112, -1.2078, 2.0865], [-1.0404, -0.8616, 2.1864], [2.2160, -0.1718, 3.6866], [2.3120, 0.2586, 6.1735], [0.2268, 0.8211, 7.4213], [-1.9160, 1.1277, 6.1813], [-2.0104, 0.6754, 3.7068]], "mulliken_spin": [-0.031, -0.004, 0.002, 0.027, 0.001, -0.002, 0.000, -0.003, -0.001, 0.000, 0.000, 0.021, -0.016, 0.023, -0.061, 0.024, 0.004, 0.000, -0.003, -0.003, 0.001, 2.027, -0.001, -0.006, -0.001, 0.000, 0.000, 0.002, 0.000, 0.001, 0.000, -0.001, -0.002, -0.001, 0.002, 0.003, 0.000, 0.000, 0.001, -0.001, 0.000, 0.000, 0.000, -0.001, 0.000, -0.001, 0.000, 0.000, 0.000, 0.000, 0.000], "homo_lumo_gap_ev": [4.2, 4.2], "lumo_energy_ev": [-10.1, -10.1], "multiplicity": 3, "total_charge": 2, "total_energy_ev": -51189.8105}



Record 6
{"formula": "C8H19N2O3S", "method": "ωB97M-V/def2-TZVPD", "elements": ["C", "C", "C", "O", "C", "N", "C", "S", "C", "C", "H", "H", "H", "H", "H", "H", "H", "H", "H", "H", "H", "H", "H", "H", "H", "H", "C", "N", "O", "O", "H", "H", "H"], "xyz": [[-2.7186, 1.0683, -4.4354], [-2.4900, -0.1895, -3.5966], [-1.6421, 0.1402, -2.3771], [-1.7756, -0.8554, -1.4185], [-0.9324, -0.6733, -0.2695], [-1.6860, -0.6020, 0.9097], [-0.8788, -0.2835, 1.9625], [-0.1730, 1.5150, 2.0661], [1.5292, 1.3599, 1.4621], [1.8450, 2.2876, 0.2917], [-1.8061, 1.6659, -4.4464], [-2.9820, 0.8369, -5.4649], [-3.5037, 1.6795, -3.9944], [-3.4322, -0.6198, -3.2680], [-1.9460, -0.9174, -4.1986], [-0.5993, 0.2404, -2.7118], [-1.9498, 1.1164, -1.9759], [-0.3326, 0.2453, -0.4401], [-0.2141, -1.5271, -0.2897], [-1.4218, -0.3741, 2.9048], [0.0483, -0.9045, 2.0639], [2.2233, 1.5417, 2.2795], [1.6866, 0.3299, 1.1426], [2.7647, 1.9589, -0.1956], [1.0258, 2.2623, -0.4228], [1.9924, 3.3124, 0.6286], [2.0391, -2.2030, 3.8707], [3.0529, -1.9342, 2.8158], [3.4320, -0.7945, 2.6845], [3.4043, -2.8765, 2.1360], [1.8154, -1.2677, 4.3684], [1.1607, -2.6002, 3.3710], [2.4647, -2.9380, 4.5476]], "mulliken_charge": [-1.191, -0.252, -0.536, -0.251, 0.262, -0.676, -0.123, -0.260, -0.249, -1.118, 0.311, 0.351, 0.307, 0.298, 0.253, 0.278, 0.339, -0.398, 0.136, 0.420, -0.236, 0.428, 0.055, 0.291, 0.232, 0.344, -0.767, 0.918, -0.500, -0.575, 0.318, 0.310, 0.278], "homo_lumo_gap_ev": 5.2, "lumo_energy_ev": 2.8, "total_charge": -1, "total_energy_ev": -28558.4381}